(1)
The following is a quantum chemistry calculation of C39H31N7O4PSZr as an isolated structure, from OMol25.

Geometry as XYZ:
```
84
C39H31N7O4PSZr (ωB97M-V/def2-TZVPD)
Zr -0.2672 0.3177 -0.0335
N -2.7392 4.1176 0.6384
C -1.8009 3.2014 0.3817
S -1.7416 1.8374 1.4603
N -1.0244 3.4294 -0.6667
N -0.1050 2.4612 -0.8511
C 0.8480 2.6795 -1.6799
C 1.9281 1.7024 -1.7860
C 3.0136 1.9191 -2.6197
C 4.0523 1.0037 -2.6310
C 3.9855 -0.1053 -1.8050
C 2.8590 -0.2723 -1.0225
N 1.8473 0.5974 -1.0149
H -3.4119 3.9592 1.3655
H -2.8139 4.9297 0.0488
H 0.8784 3.5893 -2.2712
H 3.0396 2.8042 -3.2406
H 4.9063 1.1540 -3.2779
H 4.7697 -0.8480 -1.7871
H 2.7485 -1.1391 -0.3838
O -3.5298 -2.8417 0.2996
C -3.0207 -3.5734 1.3094
C -3.7500 -4.7028 1.6743
C -3.3051 -5.5221 2.6896
C -2.1195 -5.2404 3.3681
C -1.3874 -4.1321 3.0085
C -1.8145 -3.2828 1.9789
C -0.9961 -2.1242 1.6219
O -1.4423 -1.2749 0.7255
N 0.1612 -1.9468 2.2001
N 0.7107 -0.7574 1.7885
C 1.7092 -0.3376 2.4640
C 2.1790 1.0285 2.2647
C 3.2361 1.5279 3.0063
C 3.5515 2.8724 2.8984
C 2.7725 3.6644 2.0749
C 1.7368 3.0777 1.3598
N 1.4520 1.7807 1.4224
H -3.0062 -2.0272 0.1995
H -4.6728 -4.9047 1.1475
H -3.8912 -6.3895 2.9657
H -1.7792 -5.8832 4.1680
H -0.4624 -3.8903 3.5133
H 2.1096 -0.9519 3.2658
H 3.7833 0.8700 3.6682
H 4.3713 3.2950 3.4631
H 2.9487 4.7265 1.9832
H 1.1082 3.6902 0.7284
O -2.3931 0.2888 -1.1632
C -1.7066 -0.2980 -2.0203
O -0.4757 0.0659 -2.1633
C -2.0878 -1.5357 -2.7348
C -3.2559 -1.6393 -3.4732
C -3.4868 -2.7865 -4.2151
C -2.5499 -3.8114 -4.2154
C -1.4023 -3.7183 -3.4406
C -1.1655 -2.5899 -2.6634
P 0.2906 -2.4789 -1.5326
C 1.6448 -2.6136 -2.7645
C 1.6324 -1.7081 -3.8295
C 2.6698 -1.6878 -4.7478
C 3.7391 -2.5658 -4.6150
C 3.7550 -3.4717 -3.5657
C 2.7136 -3.4985 -2.6447
C 0.3154 -4.0649 -0.6296
C -0.6958 -5.0227 -0.6454
C -0.5882 -6.1723 0.1261
C 0.5247 -6.3792 0.9243
C 1.5268 -5.4189 0.9729
C 1.4121 -4.2674 0.2138
H -3.9578 -0.8157 -3.4816
H -4.3877 -2.8729 -4.8072
H -2.7163 -4.6943 -4.8184
H -0.6853 -4.5300 -3.4430
H 0.8045 -1.0185 -3.9376
H 2.6394 -0.9905 -5.5755
H 4.5457 -2.5553 -5.3363
H 4.5724 -4.1746 -3.4682
H 2.7317 -4.2282 -1.8465
H -1.5870 -4.8717 -1.2372
H -1.3874 -6.9015 0.1095
H 0.6027 -7.2761 1.5247
H 2.3872 -5.5606 1.6138
H 2.1837 -3.5073 0.2862
```

Values from the calculation:
E_tot	-2975.67177	hartree
energy above the lowest of the compared OMol25 structures with the same formula, charge and spin	6.7	kcal/mol
net charge	+1
Kohn-Sham gap	0.2468	Eh



(2)
The following is a quantum chemistry calculation of C39H32BrCl6InN2O12Te as an isolated structure, from OMol25.

Geometry as XYZ:
```
94
C39H32BrCl6InN2O12Te (ωB97M-V/def2-TZVPD)
In 0.7308 -0.7055 0.3654
C 0.7620 2.3973 7.5884
C -0.2311 2.7496 6.4806
C 0.1881 4.0957 5.8732
C -1.6218 2.8938 7.1140
C -0.2698 1.6895 5.3817
C -1.1217 1.8485 4.2952
C -1.1230 0.9190 3.2803
Br -2.3381 1.2003 1.8474
C -0.2825 -0.2177 3.2404
O -0.3144 -1.0223 2.1881
C 0.5313 -0.4179 4.3812
C 0.5164 0.5493 5.3896
C 1.4557 -1.6228 4.6446
C 1.4335 -2.7225 3.5841
C 2.9058 -1.1304 4.7758
C 1.0242 -2.2869 5.9656
H 0.7557 3.1838 8.3476
H 1.7787 2.3116 7.2006
H 0.5008 1.4558 8.0761
H 0.2204 4.8716 6.6444
H -0.5104 4.4145 5.0985
H 1.1758 4.0169 5.4161
H -1.6100 3.6617 7.8936
H -1.9375 1.9494 7.5622
H -2.3690 3.1769 6.3716
H -1.7861 2.7000 4.2181
H 1.1785 0.3906 6.2286
H 1.7912 -2.3710 2.6220
H 0.4352 -3.1343 3.4461
H 2.0920 -3.5316 3.9151
H 3.2193 -0.5951 3.8796
H 3.5737 -1.9848 4.9201
H 3.0340 -0.4597 5.6284
H -0.0039 -2.6497 5.8920
H 1.0816 -1.6042 6.8149
H 1.6737 -3.1413 6.1753
Cl -2.2005 -0.5782 -1.2730
C -1.2601 0.8576 -1.4780
C -0.0683 0.9957 -0.7734
C 0.6159 2.1952 -0.9347
Cl 2.0712 2.4820 -0.0529
C 0.1526 3.2037 -1.7823
Cl 1.0317 4.6798 -1.9616
C -1.0286 3.0216 -2.4887
Cl -1.6119 4.2576 -3.5454
C -1.7461 1.8408 -2.3332
Cl -3.2262 1.6172 -3.1961
O 4.5342 0.3161 1.8833
C 3.6535 -0.3694 1.3797
O 2.3988 -0.1002 1.4879
C 4.0627 -1.6376 0.6479
C 5.4166 -1.8431 0.5080
C 5.9174 -2.9950 -0.0881
C 5.0654 -3.9918 -0.5282
C 3.7162 -3.8098 -0.3639
C 3.1374 -2.6144 0.1633
O 1.8621 -2.4892 0.1578
N 2.8630 -4.9264 -0.7688
O 1.8749 -5.1715 -0.1026
O 3.2173 -5.5924 -1.7276
N 7.3471 -3.1821 -0.2230
O 7.7527 -4.2268 -0.7165
O 8.0901 -2.2908 0.1552
H 6.0836 -1.0826 0.8860
H 5.4443 -4.8947 -0.9806
O 2.5123 -2.2223 -3.2452
Cl 1.7990 -1.0585 -2.8030
O 2.5687 -0.3429 -1.8033
O 1.4967 -0.1927 -3.9062
O 0.5479 -1.4801 -2.1648
Te -0.9500 -3.5619 0.6354
C -2.9906 -3.0277 0.7770
C -3.3924 -2.3314 1.9150
C -4.7005 -1.8897 2.0399
C -5.6250 -2.1411 1.0348
C -5.2275 -2.8326 -0.1003
C -3.9163 -3.2720 -0.2326
C -1.1843 -4.8382 -1.0295
C -0.5355 -4.5426 -2.2227
C -0.6310 -5.4204 -3.2965
C -1.3811 -6.5812 -3.1887
C -2.0318 -6.8762 -1.9967
C -1.9229 -6.0132 -0.9162
H -2.6693 -2.1003 2.6885
H -4.9897 -1.3271 2.9193
H -6.6443 -1.7867 1.1294
H -5.9353 -3.0197 -0.8994
H -3.6141 -3.7911 -1.1336
H 0.0449 -3.6340 -2.3158
H -0.1083 -5.1875 -4.2157
H -1.4526 -7.2628 -4.0281
H -2.6122 -7.7867 -1.9030
H -2.4132 -6.2534 0.0201
```

Values from the calculation:
E_tot	-8310.87315	hartree
energy above the lowest of the compared OMol25 structures with the same formula, charge and spin	0.0	kcal/mol
net charge	-2
Kohn-Sham gap	0.2653	Eh



(3)
The following is a quantum chemistry calculation of C39H32IN7O3Sc as an isolated structure, from OMol25.

Geometry as XYZ:
```
83
C39H32IN7O3Sc (ωB97M-V/def2-TZVPD)
Sc 0.7349 0.4946 1.0937
N -3.8953 -2.8671 0.3997
C -3.3636 -2.1017 1.3641
N -2.1036 -1.9936 1.6317
C -1.2110 -2.6920 0.8437
N 0.0684 -2.6032 1.0254
N 0.4524 -1.6241 1.9184
C 0.7183 -1.9183 3.1235
C 1.0948 -0.8310 4.0410
C 1.4060 -1.0890 5.3638
C 1.7013 -0.0205 6.1992
C 1.6681 1.2592 5.6783
C 1.3499 1.4261 4.3367
N 1.0699 0.4107 3.5278
C -1.7045 -3.5535 -0.2324
C -0.8544 -4.2510 -1.0934
C -1.3775 -5.0010 -2.1233
C -2.7612 -5.0695 -2.3077
C -3.6166 -4.3842 -1.4723
C -3.0796 -3.6193 -0.4397
H -4.8903 -2.8480 0.2410
H -4.0752 -1.5401 1.9603
H 0.6209 -2.9371 3.4906
H 1.4086 -2.1066 5.7301
H 1.9458 -0.1886 7.2392
H 1.8782 2.1237 6.2914
H 1.3113 2.4145 3.8981
H 0.2130 -4.1698 -0.9451
H -0.7176 -5.5341 -2.7941
H -3.1689 -5.6582 -3.1188
H -4.6882 -4.4197 -1.6220
O 3.0691 0.5920 1.4249
C 3.6706 1.8034 0.9431
C 2.6768 2.9300 0.9891
C 3.0703 4.2173 0.6608
C 2.1353 5.2337 0.7234
C 0.8375 4.9391 1.1203
C 0.5153 3.6302 1.4053
N 1.4248 2.6396 1.3388
H 3.6224 -0.1310 1.1070
H 4.0176 1.6723 -0.0849
H 4.5256 2.0512 1.5764
H 4.0893 4.4113 0.3530
H 2.4145 6.2458 0.4626
H 0.0774 5.7043 1.1830
H -0.4947 3.3390 1.6707
C 1.5651 4.1137 -3.0842
C 0.4348 3.8532 -2.3264
C 0.3059 2.6502 -1.6427
C 1.3184 1.6935 -1.6877
C 2.4536 1.9634 -2.4625
C 2.5711 3.1557 -3.1554
N 1.2415 0.5069 -0.9185
C 1.5230 -0.6869 -1.6179
C 2.2764 -1.7093 -1.0390
C 2.5307 -2.8926 -1.7202
C 2.0416 -3.0826 -3.0014
C 1.2771 -2.0787 -3.5878
C 1.0158 -0.9025 -2.9089
H 1.6578 5.0446 -3.6274
H -0.3657 4.5810 -2.2775
H -0.5923 2.4406 -1.0740
H 3.2321 1.2110 -2.5308
H 3.4523 3.3407 -3.7570
H 2.6724 -1.5911 -0.0357
H 3.1248 -3.6632 -1.2445
H 2.2541 -3.9966 -3.5401
H 0.8830 -2.2135 -4.5875
H 0.4317 -0.1196 -3.3781
I -5.5307 -1.6713 -3.6561
C -4.4530 -0.6285 -2.2071
C -3.0750 -0.7827 -2.1311
C -2.3697 -0.1004 -1.1509
C -3.0315 0.7434 -0.2639
C -4.4081 0.9069 -0.3675
C -5.1256 0.2134 -1.3298
C -2.2898 1.5082 0.7941
O -2.7502 2.5059 1.3048
O -1.1103 1.0249 1.1063
H -2.5514 -1.4332 -2.8201
H -1.2927 -0.2172 -1.1000
H -4.9060 1.5879 0.3104
H -6.1972 0.3389 -1.4065
```

Values from the calculation:
E_tot	-3172.83373	hartree
energy above the lowest of the compared OMol25 structures with the same formula, charge and spin	0.0	kcal/mol
net charge	+1
Kohn-Sham gap	0.2369	Eh



(4)
The following is a quantum chemistry calculation of C39H32N2O6P2TeV as an isolated structure, from OMol25.

Geometry as XYZ:
```
83
C39H32N2O6P2TeV (ωB97M-V/def2-TZVPD)
V -1.7850 -1.3489 0.4046
O -4.7958 1.2126 1.8266
C -3.8686 0.4196 1.7612
O -3.2455 0.0903 0.6799
C -3.3086 -0.1874 3.0472
C -1.7905 0.0417 3.0943
C -1.2384 -0.2090 4.4936
C -1.3461 -1.7542 4.6011
C -1.9106 -2.1326 3.2317
O -1.2815 -1.1235 2.3783
C -3.3954 -1.7525 3.1262
C -4.0883 -2.4018 1.9069
O -5.2055 -2.8595 2.0578
O -3.4002 -2.4284 0.8096
H -3.8131 0.2885 3.8834
H -1.4460 0.9488 2.6023
H -1.8207 0.3182 5.2476
H -0.2021 0.1209 4.5584
H -2.0098 -2.0839 5.3990
H -0.3690 -2.2098 4.7562
H -1.6514 -3.1156 2.8520
H -3.9551 -2.0692 4.0019
Te 1.5362 1.1281 1.5046
C 3.4174 1.9893 0.9841
C 3.6203 3.3610 1.0448
C 4.8613 3.8756 0.6950
N 5.8869 3.1250 0.2958
C 5.6820 1.8077 0.2422
C 4.4821 1.1982 0.5768
C 0.8979 0.6705 -0.4517
P 0.6300 -1.1178 -0.5607
C 2.0558 -2.0320 0.1231
C 3.2327 -2.1762 -0.6087
C 4.3273 -2.8262 -0.0547
C 4.2489 -3.3413 1.2320
C 3.0761 -3.2099 1.9616
C 1.9831 -2.5585 1.4099
C 0.7337 -1.5617 -2.3342
C 0.1011 -2.7152 -2.8008
C 0.1758 -3.0551 -4.1436
C 0.8801 -2.2514 -5.0291
C 1.5108 -1.1027 -4.5705
C 1.4342 -0.7584 -3.2282
P -0.8803 0.9730 -0.5667
C -1.3016 1.1408 -2.3460
C -0.5200 1.8907 -3.2175
C -0.8748 1.9999 -4.5516
C -2.0126 1.3575 -5.0258
C -2.8013 0.6137 -4.1605
C -2.4484 0.5093 -2.8210
C -1.2437 2.6924 -0.0423
C -0.2373 3.6557 -0.1406
C -0.5003 4.9804 0.1658
C -1.7745 5.3591 0.5760
C -2.7809 4.4109 0.6547
C -2.5246 3.0811 0.3359
H 2.8230 4.0258 1.3554
H 5.0408 4.9454 0.7339
H 6.5261 1.2085 -0.0838
H 4.3810 0.1215 0.5159
H 3.2892 -1.7806 -1.6145
H 5.2393 -2.9366 -0.6285
H 5.1006 -3.8527 1.6639
H 3.0135 -3.6204 2.9617
H 1.0606 -2.4556 1.9655
H -0.4493 -3.3338 -2.1036
H -0.3222 -3.9482 -4.5006
H 0.9307 -2.5158 -6.0784
H 2.0519 -0.4675 -5.2614
H 1.9009 0.1463 -2.8539
H 0.3777 2.3674 -2.8382
H -0.2606 2.5775 -5.2322
H -2.2831 1.4360 -6.0716
H -3.6897 0.1151 -4.5275
H -3.0714 -0.0518 -2.1321
H 0.7533 3.3581 -0.4621
H 0.2885 5.7190 0.0867
H -1.9808 6.3932 0.8247
H -3.7797 4.6927 0.9639
H -3.3286 2.3608 0.3866
O -0.7235 -5.6433 0.3369
C -0.8663 -4.4611 0.3514
N -0.9676 -3.2777 0.3739
```

Values from the calculation:
E_tot	-3961.20730	hartree
multiplicity	3
net charge	-1
Kohn-Sham gap (spin up / spin down)	0.2551 / 0.2547	Eh



> What is the net charge in the fourth record?

-1



> Among the records above, which one has the highest E_tot?

C39H31N7O4PSZr